Model 1:
C3H7N3S2 | ωB97M-V with the def2-TZVPD basis set

```
15
Properties=species:S:1:pos:R:3:nbo_charge:R:1
C -2.09153 0.20542 -0.23157 -0.46
C 0.31142 0.45578 -0.07699 0.25
C 3.08021 0.17868 0.19579 -0.53
H -2.37335 1.05561 -0.89293 0.21
H -3.08585 -0.25037 -0.06832 0.26
H -2.05243 0.61959 0.88441 0.17
H -0.25739 -2.46413 -0.59292 0.41
H -0.72814 -1.85927 1.22109 0.39
H -0.51483 2.13700 -0.39874 0.36
H 2.75297 1.22112 0.52564 0.23
N -0.89235 -0.37691 -0.64418 -0.29
N -0.80565 -1.75806 0.01413 -0.76
N 0.40023 1.73395 0.17432 -0.65
S 1.64761 -0.68463 0.21146 0.37
S 4.60909 -0.21376 -0.32118 0.05
```

Calculated values
HOMO energy	-0.32291	Ha
frontier orbital gap	8.16	eV
LUMO energy	-0.63	eV
SMILES string	[H]/N=C(/SC=S)N(C)N

Model 2:
C3H7N3S2 | ωB97M-V with the def2-TZVPD basis set

```
15
Properties=species:S:1:pos:R:3:nbo_charge:R:1
C -0.56641 -1.77676 -0.76308 -0.66
C -0.05755 -0.41935 -0.51013 0.36
C -0.77991 0.42446 1.68649 -0.08
H -1.55117 -1.92381 -0.33402 0.24
H -0.65647 -1.90795 -1.87255 0.24
H 0.13717 -2.57354 -0.37567 0.23
H 0.71876 2.21764 -1.91864 0.37
H 0.22020 2.07430 -0.33911 0.36
H 2.27605 0.83690 0.74851 0.13
H -0.37699 0.61339 2.71278 0.21
N 0.22854 0.39527 -1.44208 -0.23
N 0.73657 1.63640 -1.09433 -0.66
N 0.18534 -0.05221 0.84403 -0.60
S 1.82777 -0.22488 1.40302 0.20
S -2.34190 0.68014 1.25479 -0.11
```

Calculated values
HOMO energy	-0.32403	Ha
frontier orbital gap	9.18	eV
LUMO energy	0.36	eV
SMILES string	C/C(=N/N)N(S)C=S

It is model 2 that is the most stable of them.

Model 1:
C2H8NS | ωB97M-V with the def2-TZVPD basis set

```
12
Properties=species:S:1:pos:R:3:nbo_charge:R:1
N -0.18268 -2.79131 -1.56609 -1.13
H -0.38630 -2.47827 -0.63437 0.39
H 0.58818 -3.38320 -1.81257 0.35
H -0.14995 -1.91223 -2.06510 0.39
C 0.24029 0.61306 2.05480 -0.61
C 0.56555 1.34216 0.74499 -0.52
S -0.40744 0.67715 -0.63003 -0.72
H 0.53627 -0.44098 2.01885 0.19
H -0.84126 0.61720 2.20784 0.20
H 0.73517 1.01850 2.95490 0.16
H 1.65660 1.37285 0.68398 0.16
H 0.32562 2.39585 0.95191 0.16
```

Calculated values
HOMO energy	-0.08754	Ha
frontier orbital gap	6.86	eV
LUMO energy	4.48	eV
total charge	-1

Model 2:
C2H8NS | ωB97M-V with the def2-TZVPD basis set

```
12
Properties=species:S:1:pos:R:3:nbo_charge:R:1
S 2.79495 -2.02511 -0.07505 -1.06
H 3.01594 -1.42853 1.12507 0.09
C -1.25404 1.28655 -0.44382 -0.62
C -0.04783 0.35276 -0.02103 -0.19
N -0.37413 -0.85027 0.52254 -0.88
H -1.99663 0.56875 -0.91783 0.18
H -0.94670 2.06062 -1.20735 0.20
H -1.67601 1.71539 0.52526 0.19
H 0.54863 0.87828 0.75466 0.17
H 0.51096 0.21839 -0.92634 0.16
H 0.45901 -1.42536 0.76013 0.42
H -1.03414 -1.35148 -0.09624 0.33
```

Calculated values
HOMO energy	-0.09851	Ha
frontier orbital gap	6.63	eV
LUMO energy	3.95	eV
total charge	-1

It is model 1 that is the most stable of them.

Model 1:
C2H8NS | ωB97M-V with the def2-TZVPD basis set

```
12
Properties=species:S:1:pos:R:3:nbo_charge:R:1
S -2.41393 1.61221 -1.89138 -1.07
H -2.64175 2.05047 -0.64166 0.08
C 0.79274 -1.46066 0.36178 -0.61
C 0.14310 -0.11206 0.59080 -0.23
N 0.88895 0.97635 -0.04481 -0.85
H 0.65556 -1.73451 -0.67959 0.20
H 0.34373 -2.21881 1.01391 0.20
H 1.84284 -1.40434 0.64217 0.19
H 0.06515 0.09562 1.66502 0.15
H -0.88395 -0.13567 0.22457 0.20
H 0.15162 1.65792 -0.23597 0.38
H 1.05594 0.67348 -1.00483 0.34
```

Calculated values
HOMO energy	-0.09870	Ha
frontier orbital gap	6.66	eV
LUMO energy	3.97	eV
total charge	-1

Model 2:
C2H8NS | ωB97M-V with the def2-TZVPD basis set

```
12
Properties=species:S:1:pos:R:3:nbo_charge:R:1
S 1.70922 -2.18106 -0.07212 -1.05
H 2.29307 -2.49047 1.14927 0.09
C -1.43142 0.45964 0.32953 -0.62
C -0.34903 0.46719 -0.67119 -0.23
N 0.97343 0.78660 0.07831 -0.89
H -1.71019 1.50999 0.46984 0.19
H -1.18301 0.12066 1.40718 0.22
H -2.31690 -0.16869 0.09125 0.19
H -0.47546 1.25762 -1.49286 0.16
H -0.43166 -0.52951 -1.19103 0.19
H 1.68342 0.85206 -0.68865 0.34
H 1.23855 -0.08403 0.59047 0.40
```

Calculated values
HOMO energy	-0.09743	Ha
frontier orbital gap	6.97	eV
LUMO energy	4.32	eV
total charge	-1

Model 3:
C2H8NS | ωB97M-V with the def2-TZVPD basis set

```
12
Properties=species:S:1:pos:R:3:nbo_charge:R:1
C 2.42137 0.24209 -1.06213 -0.42
N 1.69470 1.44907 -0.65575 -0.88
H 2.78101 -0.33946 -0.18556 0.16
H 3.20462 0.43933 -1.79986 0.16
H 1.65515 -0.37546 -1.52268 0.21
H 0.69789 1.20945 -0.41210 0.41
H 2.15268 1.91404 0.09551 0.33
C -2.54263 -1.03944 0.80457 -0.73
S -0.82324 -0.29466 0.46460 -0.79
H -3.28084 -0.27059 0.46690 0.18
H -2.53817 -1.99935 0.20076 0.18
H -2.63584 -1.22286 1.85909 0.18
```

Calculated values
HOMO energy	-0.08688	Ha
frontier orbital gap	6.72	eV
LUMO energy	4.36	eV
total charge	-1

It is model 1 that is the most stable of them.

Model 1:
C5H15N2 | ωB97M-V with the def2-TZVPD basis set

```
22
Properties=species:S:1:pos:R:3:nbo_charge:R:1
C 1.18725 -0.09806 -1.25256 0.15
C 0.35062 0.28076 -2.30587 0.09
N 0.13038 -0.47158 -3.35313 -0.48
N 1.24053 0.76152 -0.08212 -0.77
H 1.58430 -1.09378 -1.10091 0.27
H -0.13592 1.25354 -2.31725 0.27
H -0.75360 -0.35388 -3.85712 0.47
H 0.57802 -1.38572 -3.46218 0.45
H 2.16241 0.89363 0.35800 0.49
H 0.60570 0.37113 0.66524 0.53
H 0.85513 1.69102 -0.29118 0.47
C 0.03928 -0.94004 2.51195 -0.62
C -1.27231 -0.17984 2.59962 -0.42
C -1.57910 0.62057 1.33020 -0.61
H 0.09741 -1.56218 1.60896 0.18
H 0.21278 -1.58159 3.37326 0.28
H 0.91312 -0.26499 2.53326 0.17
H -1.32745 0.46578 3.47428 0.24
H -2.07111 -0.90761 2.74462 0.24
H -2.64145 0.77375 1.16181 0.27
H -1.11204 1.61329 1.36463 0.20
H -1.18628 0.03377 0.48220 0.13
```

Calculated values
multiplicity	2
HOMO energy (spin up / spin down)	-0.66990 / -0.67002	Ha
frontier orbital gap (spin up / spin down)	9.26 / 5.60	eV
LUMO energy (spin up / spin down)	-8.97 / -12.64	eV
total charge	+2

Model 2:
C5H15N2 | ωB97M-V with the def2-TZVPD basis set

```
22
Properties=species:S:1:pos:R:3:nbo_charge:R:1
C 0.78314 0.69075 0.54135 -0.35
C 0.60912 0.13610 -0.84029 0.40
C 0.64768 -1.29933 -1.12481 -0.57
C -0.60518 -2.04170 -0.58823 -0.37
C -1.78473 -1.52826 -1.49486 -0.56
N -0.89636 3.27814 2.20999 -0.29
N 2.14416 0.52903 0.97314 -0.70
H 0.57963 1.76175 0.58172 0.17
H 0.11198 0.16079 1.22506 0.24
H -1.75127 3.46423 1.66988 0.43
H 1.04427 0.68821 -1.67953 0.23
H 1.58963 -1.69567 -0.69986 0.34
H 0.78186 -1.42527 -2.20125 0.27
H -0.28190 -3.07474 -0.57790 0.26
H -0.88509 -1.67927 0.39679 0.20
H -2.75553 -1.72665 -1.06216 0.25
H -1.52200 -0.45871 -1.53037 0.16
H -1.04460 3.31109 3.22583 0.43
H -1.71798 -1.93811 -2.49565 0.24
H -0.25314 2.53279 1.89357 0.41
H 2.36235 -0.39719 1.32370 0.40
H 2.84395 0.71205 0.25387 0.40
```

Calculated values
multiplicity	2
HOMO energy (spin up / spin down)	-0.67758 / -0.67745	Ha
frontier orbital gap (spin up / spin down)	8.08 / 5.18	eV
LUMO energy (spin up / spin down)	-10.35 / -13.25	eV
total charge	+2

It is model 1 that is the most stable of them.

Model 1:
C7H16O2 | ωB97M-V with the def2-TZVPD basis set

```
25
Properties=species:S:1:pos:R:3:nbo_charge:R:1
C 0.35278 -0.68150 -0.39298 0.24
C -0.40396 0.43642 0.38652 -0.05
C 1.10640 -0.09716 -1.70037 -0.07
C 1.40119 -1.44311 0.43033 -0.64
C -1.66452 0.94245 -0.34464 -0.62
C -0.92442 -0.17504 1.79262 -0.62
C 0.48543 1.64470 0.72565 -0.62
O -0.58313 -1.64031 -0.90665 -0.75
O 0.19475 0.42855 -2.65154 -0.72
H -0.91061 -2.17599 -0.16488 0.47
H -0.51409 -0.23927 -2.71819 0.48
H 1.85168 0.66457 -1.45843 0.18
H 1.63554 -0.92076 -2.19373 0.17
H 1.92959 -2.16904 -0.19893 0.22
H 2.14101 -0.77352 0.87556 0.22
H 0.93652 -2.03425 1.22593 0.21
H 1.41266 1.34764 1.22343 0.20
H -2.32668 0.11898 -0.62814 0.22
H -2.23932 1.61985 0.29769 0.20
H -1.41962 1.51695 -1.24137 0.23
H -1.51737 -1.08303 1.65053 0.19
H -1.56343 0.55698 2.29888 0.21
H -0.09115 -0.39315 2.46757 0.21
H 0.74870 2.21364 -0.17158 0.22
H -0.03794 2.33539 1.39669 0.21
```

Calculated values
HOMO energy	-0.35625	Ha
frontier orbital gap	10.41	eV
LUMO energy	0.72	eV
SMILES string	CC(C)(C)[C@@](C)(O)CO

Model 2:
C7H16O2 | ωB97M-V with the def2-TZVPD basis set

```
25
Properties=species:S:1:pos:R:3:nbo_charge:R:1
C -1.58017 0.23203 -0.01116 0.52
C 1.01751 -0.33846 -0.18073 -0.03
C -0.11315 0.42002 -0.80005 -0.40
C -1.93003 1.46502 0.82504 -0.66
C 0.92973 -1.83780 -0.42324 -0.62
C 1.25531 -0.03217 1.28906 -0.62
C 2.29125 0.26070 -1.07385 -0.61
O -1.64161 -0.91847 0.79675 -0.74
O -2.49951 0.10903 -1.07625 -0.73
H -2.51666 -0.98890 1.20337 0.47
H -3.40714 0.13934 -0.74192 0.46
H 0.07069 1.49197 -0.82526 0.21
H -0.31694 0.05444 -1.80476 0.23
H -1.94998 2.34859 0.19111 0.22
H -1.19787 1.60178 1.61528 0.22
H -2.92343 1.35057 1.27341 0.19
H 0.08565 -2.25315 0.11939 0.23
H 1.83655 -2.32697 -0.07074 0.20
H 0.79426 -2.05310 -1.48056 0.21
H 1.30814 1.04103 1.46226 0.20
H 2.19360 -0.48050 1.61221 0.21
H 0.45934 -0.45588 1.89622 0.23
H 2.60742 1.21427 -0.65726 0.20
H 2.09825 0.38565 -2.13641 0.21
H 3.12879 -0.42901 -1.00191 0.20
```

Calculated values
HOMO energy	-0.36307	Ha
frontier orbital gap	10.49	eV
LUMO energy	0.61	eV
SMILES string	CC(C)(C)CC(C)(O)O

It is model 1 that is the most stable of them.